Record 1
This record from OMol25 describes a 8-piece molecular cluster, C36H63F3O23 overall. The level of theory is the ωB97M-V functional and the def2-TZVPD basis.

Last columns: bonded neighbours and bond lengths (Å).
Geometry (Å):
1 F -16.62 -10.45 -14.64  C41 1.320
2 F -14.60 -10.57 -14.94  C41 1.283
3 F -15.17 -11.16 -13.12  C41 1.293
4 O -13.91 -3.83 -13.09  C36 1.390, C39 1.352
5 O -17.85 -13.52 -8.44  C33 1.222
6 O -14.38 -8.53 -12.75  C30 1.257
7 O -16.74 -11.87 -19.10  C43 1.347, C55 1.422
8 O -15.35 -10.28 -18.46  C38 1.466, C43 1.289
9 O -17.91 -11.48 -9.16  C33 1.258, C51 1.345
10 O -15.17 1.50 -14.97  C57 1.268
11 O -14.56 -12.22 -18.99  C43 1.171
12 O -16.30 -15.58 -17.19  C46 1.450, C61 1.421
13 O -14.21 -9.68 -6.55  C58 1.428, C60 1.453
14 O -12.26 -4.58 -11.54  C39 1.262
15 O -13.00 -11.33 -3.35  C45 1.419, C50 1.410
16 O -14.47 -7.54 -8.43  C47 1.440, C56 1.495
17 O -17.36 0.83 -14.37  C57 1.371, C62 1.417
18 O -13.32 -4.57 -16.94  C42 1.369, C53 1.445
19 O -14.25 -6.59 -16.86  C29 1.375, C42 1.375
20 O -15.56 -4.58 -16.68  C42 1.245
21 O -15.96 -0.61 -15.22  C49 1.431, C57 1.309
22 O -16.20 -7.86 -14.07  C30 1.397, C31 1.436
23 O -17.01 -13.87 -14.02  C34 1.433, C37 1.419
24 O -18.13 -15.39 -11.59  C28 1.458, C52 1.434
25 O -12.58 -2.45 -12.11  C39 1.319, C59 1.502
26 O -16.03 -12.14 -8.42  C33 1.338, C40 1.411
27 C -12.51 -0.50 -13.46  C59 1.529, H73 1.090, H83 1.090, H85 1.090
28 C -18.36 -16.55 -10.74  O24 1.458, H103 1.090, H106 1.090, H114 1.090
29 C -12.99 -6.83 -17.36  O19 1.375, C35 1.578, C53 1.565, H82 1.090
30 C -15.31 -8.80 -13.55  O6 1.257, O22 1.397, C41 1.568
31 C -16.15 -6.46 -13.76  O22 1.436, C48 1.560, H92 1.090, H113 1.090
32 C -19.47 -0.02 -15.41  C62 1.528, H84 1.090, H90 1.090, H101 1.090
33 C -17.33 -12.42 -8.56  O5 1.222, O9 1.258, O26 1.338
34 C -16.74 -14.95 -14.92  O23 1.433, C61 1.518, H67 1.090, H70 1.090
35 C -13.13 -7.00 -18.92  C29 1.578, H79 1.090, H91 1.090, H115 1.090
36 C -14.04 -2.65 -13.81  O4 1.390, C59 1.541, H111 1.090, H124 1.090
37 C -16.42 -14.10 -12.75  O23 1.419, C52 1.567, H96 1.090, H109 1.090
38 C -16.65 -9.62 -18.32  O8 1.466, C55 1.572, H80 1.090, H117 1.090
39 C -12.94 -3.72 -12.15  O4 1.352, O14 1.262, O25 1.319
40 C -15.78 -10.82 -8.85  O26 1.411, C44 1.539, C51 1.568, H89 1.090
41 C -15.46 -10.29 -14.03  F1 1.320, F2 1.283, F3 1.293, C30 1.568
42 C -14.51 -5.24 -16.80  O18 1.369, O19 1.375, O20 1.245
43 C -15.48 -11.52 -18.78  O7 1.347, O8 1.289, O11 1.171
44 C -14.36 -10.83 -9.45  C40 1.539, H76 1.090, H105 1.090, H125 1.090
45 C -13.60 -12.14 -2.35  O15 1.419, H64 1.090, H88 1.090, H93 1.090
46 C -16.44 -15.32 -18.61  O12 1.450, H98 1.090, H104 1.090, H122 1.090
47 C -14.92 -6.89 -9.64  O16 1.440, H66 1.090, H95 1.090, H120 1.090
48 C -17.26 -5.75 -14.59  C31 1.560, H110 1.090, H118 1.090, H123 1.090
49 C -17.29 -1.11 -15.40  O21 1.431, C62 1.456, H77 1.090, H116 1.090
50 C -13.95 -11.13 -4.37  O15 1.410, C60 1.540, H74 1.090, H94 1.090
51 C -17.04 -10.64 -9.76  O9 1.345, C40 1.568, H78 1.090, H87 1.090
52 C -16.76 -15.44 -12.01  O24 1.434, C37 1.567, H97 1.090, H102 1.090
53 C -12.22 -5.49 -17.09  O18 1.445, C29 1.565, H63 1.090, H108 1.090
54 C -18.91 -10.82 -18.68  C55 1.543, H71 1.090, H100 1.090, H107 1.090
55 C -17.46 -10.65 -19.18  O7 1.422, C38 1.572, C54 1.543, H121 1.090
56 C -15.46 -7.73 -7.33  O16 1.495, C58 1.474, H81 1.090, H119 1.090
57 C -16.10 0.65 -14.87  O10 1.268, O17 1.371, O21 1.309
58 C -14.82 -8.44 -6.21  O13 1.428, C56 1.474, H68 1.090, H86 1.090
59 C -13.48 -1.55 -12.90  O25 1.502, C27 1.529, C36 1.541, H99 1.090
60 C -13.38 -10.27 -5.51  O13 1.453, C50 1.540, H65 1.090, H72 1.090
61 C -16.19 -14.51 -16.26  O12 1.421, C34 1.518, H69 1.090, H112 1.090
62 C -18.19 -0.29 -14.60  O17 1.417, C32 1.528, C49 1.456, H75 1.090
63 H -11.63 -5.13 -17.94  C53 1.090
64 H -14.65 -11.91 -2.17  C45 1.090
65 H -12.70 -10.86 -6.13  C60 1.090
66 H -15.75 -7.41 -10.12  C47 1.090
67 H -16.00 -15.67 -14.58  C34 1.090
68 H -14.03 -7.76 -5.87  C58 1.090
69 H -16.88 -13.72 -16.55  C61 1.090
70 H -17.63 -15.57 -15.01  C34 1.090
71 H -19.53 -11.37 -19.39  C54 1.090
72 H -12.68 -9.50 -5.16  C60 1.090
73 H -11.91 -0.72 -14.33  C27 1.090
74 H -14.28 -12.09 -4.76  C50 1.090
75 H -18.36 -1.00 -13.79  C62 1.090
76 H -13.75 -11.73 -9.55  C44 1.090
77 H -17.53 -1.17 -16.46  C49 1.090
78 H -17.29 -9.60 -9.59  C51 1.090
79 H -13.87 -7.78 -19.14  C35 1.090
80 H -16.97 -9.60 -17.28  C38 1.090
81 H -15.84 -6.88 -6.75  C56 1.090
82 H -12.52 -7.74 -16.96  C29 1.090
83 H -13.11 0.22 -14.01  C27 1.090
84 H -20.23 -0.76 -15.16  C32 1.090
85 H -11.89 0.02 -12.73  C27 1.090
86 H -15.54 -8.51 -5.39  C58 1.090
87 H -16.87 -10.88 -10.81  C51 1.090
88 H -13.17 -12.05 -1.35  C45 1.090
89 H -15.95 -10.23 -7.95  C40 1.090
90 H -19.99 0.89 -15.12  C32 1.090
91 H -12.18 -7.16 -19.42  C35 1.090
92 H -15.21 -5.99 -14.05  C31 1.090
93 H -13.58 -13.19 -2.65  C45 1.090
94 H -14.77 -10.50 -4.01  C50 1.090
95 H -15.10 -5.83 -9.44  C47 1.090
96 H -15.34 -14.09 -12.86  C37 1.090
97 H -16.45 -16.28 -12.62  C52 1.090
98 H -15.65 -14.63 -18.93  C46 1.090
99 H -14.35 -1.13 -12.40  C59 1.090
100 H -19.35 -9.83 -18.63  C54 1.090
101 H -19.29 -0.06 -16.48  C32 1.090
102 H -16.20 -15.50 -11.07  C52 1.090
103 H -19.33 -16.45 -10.26  C28 1.090
104 H -17.24 -14.59 -18.70  C46 1.090
105 H -14.26 -10.42 -10.45  C44 1.090
106 H -18.46 -17.48 -11.30  C28 1.090
107 H -18.90 -11.29 -17.70  C54 1.090
108 H -11.58 -5.65 -16.23  C53 1.090
109 H -16.54 -13.30 -12.02  C37 1.090
110 H -17.06 -4.69 -14.76  C48 1.090
111 H -13.52 -2.86 -14.75  C36 1.090
112 H -15.26 -13.93 -16.26  C61 1.090
113 H -16.29 -6.32 -12.69  C31 1.090
114 H -17.74 -16.57 -9.84  C28 1.090
115 H -13.44 -6.23 -19.62  C35 1.090
116 H -17.38 -2.16 -15.10  C49 1.090
117 H -16.42 -8.67 -18.81  C38 1.090
118 H -17.24 -6.27 -15.55  C48 1.090
119 H -16.42 -8.15 -7.64  C56 1.090
120 H -14.18 -7.18 -10.39  C47 1.090
121 H -17.41 -10.31 -20.22  C55 1.090
122 H -16.44 -16.09 -19.38  C46 1.090
123 H -18.28 -5.97 -14.27  C48 1.090
124 H -15.05 -2.46 -14.17  C36 1.090
125 H -13.74 -10.17 -8.84  C44 1.090

Summary:
DFT total energy ... -93589.525 eV
Structure (SMILES) ... CCOC(=O)C(F)(F)F.C[C@H]1COC(=O)O1.C[C@H]1COC(=O)O1.C[C@H]1COC(=O)O1.C[C@H]1COC(=O)O1.C[C@H]1COC(=O)O1.COCCOCCOC.COCCOCCOC

---

Record 2
This record from OMol25 describes a 9-piece molecular cluster, C36H63N9 overall. The level of theory is the ωB97M-V functional and the def2-TZVPD basis.

Last columns: bonded neighbours and bond lengths (Å).
Geometry (Å):
1 N -7.03 5.95 1.91  C13 1.118
2 N -3.08 3.24 -2.85  C33 1.150
3 N 3.51 -2.11 -3.88  C36 1.160
4 N 2.68 -0.18 1.88  C10 1.191
5 N 1.10 -2.37 -0.58  C24 1.162
6 N -3.53 -3.14 -5.38  C43 1.174
7 N 5.80 -0.12 -1.16  C17 1.139
8 N -1.27 1.95 3.01  C18 1.146
9 N -3.16 -3.30 1.11  C25 1.169
10 C 2.66 -0.56 3.01  N4 1.191, C12 1.506
11 C 3.87 -3.33 -1.55  C28 1.517, C36 1.487, H94 1.090, H96 1.090
12 C 2.55 -1.05 4.43  C10 1.506, C39 1.554, H73 1.090, H79 1.090
13 C -5.95 6.06 1.62  N1 1.118, C29 1.480
14 C -3.78 -2.68 -2.00  C38 1.578, H55 1.090, H64 1.090, H93 1.090
15 C -0.35 4.72 -5.65  C42 1.579, H48 1.090, H92 1.090, H99 1.090
16 C 4.46 2.95 0.06  C19 1.606, C27 1.543, H82 1.090, H90 1.090
17 C 5.60 0.70 -0.40  N7 1.139, C19 1.464
18 C -0.39 2.66 2.81  N8 1.146, C22 1.485
19 C 5.42 1.78 0.57  C16 1.606, C17 1.464, H70 1.090, H75 1.090
20 C -0.50 -0.68 0.68  C24 1.490, C26 1.612, H47 1.090, H108 1.090
21 C -2.05 -5.74 1.51  C25 1.539, C41 1.573, H57 1.090, H101 1.090
22 C 0.77 3.53 2.47  C18 1.485, C31 1.557, H49 1.090, H71 1.090
23 C -4.20 -7.13 1.63  C41 1.489, H58 1.090, H78 1.090, H86 1.090
24 C 0.42 -1.61 -0.03  N5 1.162, C20 1.490
25 C -2.68 -4.35 1.28  N9 1.169, C21 1.539
26 C -0.55 0.61 -0.29  C20 1.612, C40 1.555, H81 1.090, H84 1.090
27 C 3.36 2.49 -0.92  C16 1.543, H65 1.090, H66 1.090, H89 1.090
28 C 4.99 -4.34 -1.47  C11 1.517, C30 1.565, H74 1.090, H105 1.090
29 C -4.49 6.04 1.36  C13 1.480, C45 1.547, H72 1.090, H97 1.090
30 C 6.39 -3.64 -1.58  C28 1.565, H80 1.090, H83 1.090, H95 1.090
31 C 1.78 3.50 3.65  C22 1.557, C32 1.557, H56 1.090, H106 1.090
32 C 1.30 4.34 4.87  C31 1.557, H50 1.090, H69 1.090, H77 1.090
33 C -2.95 3.92 -3.77  N2 1.150, C34 1.445
34 C -2.90 4.73 -4.97  C33 1.445, C42 1.542, H53 1.090, H98 1.090
35 C -2.28 4.71 1.01  C45 1.546, H52 1.090, H87 1.090, H91 1.090
36 C 3.67 -2.63 -2.85  N3 1.160, C11 1.487
37 C -4.75 -4.46 -3.43  C38 1.496, C43 1.489, H67 1.090, H102 1.090
38 C -4.89 -3.79 -2.09  C14 1.578, C37 1.496, H62 1.090, H68 1.090
39 C 2.71 -2.60 4.48  C12 1.554, C44 1.514, H54 1.090, H100 1.090
40 C -0.99 0.35 -1.76  C26 1.555, H46 1.090, H51 1.090, H60 1.090
41 C -2.95 -6.85 0.87  C21 1.573, C23 1.489, H85 1.090, H107 1.090
42 C -1.85 4.44 -6.06  C15 1.579, C34 1.542, H76 1.090, H103 1.090
43 C -4.15 -3.68 -4.55  N6 1.174, C37 1.489
44 C 4.09 -3.08 4.89  C39 1.514, H59 1.090, H63 1.090, H88 1.090
45 C -3.83 4.69 1.01  C29 1.547, C35 1.546, H61 1.090, H104 1.090
46 H -1.84 -0.33 -1.85  C40 1.090
47 H -0.23 -0.50 1.72  C20 1.090
48 H 0.29 5.05 -6.47  C15 1.090
49 H 0.46 4.57 2.38  C22 1.090
50 H 0.21 4.47 4.87  C32 1.090
51 H -0.25 -0.09 -2.43  C40 1.090
52 H -1.81 5.40 0.31  C35 1.090
53 H -3.86 4.71 -5.48  C34 1.090
54 H 2.27 -3.18 3.68  C39 1.090
55 H -3.96 -1.76 -2.55  C14 1.090
56 H 2.81 3.79 3.42  C31 1.090
57 H -1.89 -5.96 2.57  C21 1.090
58 H -4.05 -6.97 2.70  C23 1.090
59 H 4.63 -2.27 5.36  C44 1.090
60 H -1.45 1.23 -2.21  C40 1.090
61 H -4.20 4.41 0.02  C45 1.090
62 H -4.84 -4.50 -1.27  C38 1.090
63 H 4.62 -3.33 3.97  C44 1.090
64 H -3.70 -2.24 -1.01  C14 1.090
65 H 3.84 2.05 -1.79  C27 1.090
66 H 2.86 3.43 -1.15  C27 1.090
67 H -4.43 -5.49 -3.33  C37 1.090
68 H -5.84 -3.26 -2.07  C38 1.090
69 H 1.67 5.36 4.76  C32 1.090
70 H 6.48 2.00 0.69  C19 1.090
71 H 1.25 3.30 1.52  C22 1.090
72 H -4.08 6.52 2.25  C29 1.090
73 H 3.20 -0.44 5.06  C12 1.090
74 H 4.85 -4.90 -0.55  C28 1.090
75 H 5.27 1.30 1.54  C19 1.090
76 H -1.89 3.41 -6.41  C42 1.090
77 H 1.56 4.08 5.89  C32 1.090
78 H -4.69 -8.09 1.46  C23 1.090
79 H 1.56 -0.84 4.86  C12 1.090
80 H 6.65 -2.87 -0.86  C30 1.090
81 H 0.42 1.09 -0.38  C26 1.090
82 H 5.11 3.72 -0.36  C16 1.090
83 H 6.44 -3.05 -2.49  C30 1.090
84 H -1.20 1.35 0.18  C26 1.090
85 H -3.19 -6.70 -0.18  C41 1.090
86 H -4.85 -6.28 1.43  C23 1.090
87 H -1.87 3.73 0.76  C35 1.090
88 H 4.31 -3.85 5.62  C44 1.090
89 H 2.81 1.68 -0.43  C27 1.090
90 H 3.99 3.43 0.93  C16 1.090
91 H -2.07 4.96 2.05  C35 1.090
92 H -0.31 5.37 -4.78  C15 1.090
93 H -2.88 -3.26 -2.23  C14 1.090
94 H 3.01 -3.95 -1.30  C11 1.090
95 H 7.23 -4.34 -1.62  C30 1.090
96 H 4.02 -2.45 -0.92  C11 1.090
97 H -4.34 6.70 0.51  C29 1.090
98 H -2.78 5.79 -4.76  C34 1.090
99 H 0.12 3.83 -5.24  C15 1.090
100 H 2.08 -2.85 5.34  C39 1.090
101 H -1.06 -5.69 1.05  C21 1.090
102 H -5.75 -4.64 -3.84  C37 1.090
103 H -2.06 5.03 -6.95  C42 1.090
104 H -4.11 3.91 1.70  C45 1.090
105 H 4.87 -5.17 -2.17  C28 1.090
106 H 1.82 2.46 3.95  C31 1.090
107 H -2.32 -7.74 0.88  C41 1.090
108 H -1.52 -1.06 0.77  C20 1.090

Summary:
ΔE to the lowest compared entry with this formula, charge and spin ... 108.9 kcal per mole
DFT total energy ... -51759.297 eV
Structure (SMILES) ... CCCC#N.CCCC#N.CCCC#N.CCCC#N.CCCC#N.CCCC#N.CCCC#N.CCCC#N.CCCC#N

---

| no. | E_HOMO (eV) |
| --- | --- |
| 1 | -9.29 |
| 2 | -10.32 |